Record 1
Entry from the OMol25 dataset: C29H40BBr45F3N4O4S as an isolated structure (ωB97M-V with the def2-TZVPD basis set).

Cartesian coordinates (Å):
N1 -5.614 3.273 -5.466
B1 -4.258 2.764 -5.558
O1 -3.517 2.803 -6.708
C1 -3.674 2.132 -4.197
C2 -2.179 2.463 -3.997
O2 -1.681 2.057 -2.747
C3 -2.320 2.696 -1.652
C4 -1.819 2.039 -0.360
C5 -2.351 2.737 0.900
C6 -2.699 1.818 2.079
C7 -1.564 1.741 3.131
S1 -1.009 0.072 3.586
C8 -0.023 -0.582 2.252
N2 -0.341 -0.886 1.034
N3 0.791 -1.415 0.448
C9 1.715 -1.403 1.342
O3 1.308 -0.882 2.515
C10 -2.166 4.220 -1.676
C11 -0.713 4.743 -1.829
O4 0.280 3.754 -1.647
C12 1.135 3.961 -0.552
C13 2.412 4.642 -1.022
F1 3.384 4.496 -0.119
F2 2.849 4.103 -2.158
F3 2.196 5.947 -1.244
C14 -3.810 2.289 -1.738
N4 -4.428 2.709 -3.025
H1 -5.866 3.830 -6.277
H2 -6.268 2.492 -5.456
H3 -3.861 2.111 -7.291
H4 -3.741 1.042 -4.214
H5 -1.983 3.513 -4.237
H6 -1.625 1.872 -4.727
H7 -2.184 1.011 -0.352
H8 -0.736 1.988 -0.366
H9 -3.243 3.303 0.644
H10 -1.617 3.488 1.200
H11 -3.566 2.268 2.563
H12 -2.996 0.821 1.763
H13 -0.739 2.409 2.898
H14 -1.992 2.101 4.066
H15 2.746 -1.750 1.287
H16 -2.607 4.702 -0.807
H17 -2.718 4.618 -2.534
H18 -0.595 5.181 -2.821
H19 -0.572 5.563 -1.124
H20 1.420 2.973 -0.186
H21 0.671 4.497 0.277
H22 -3.812 1.201 -1.745
H23 -4.395 2.583 -0.871
H24 -5.403 2.418 -3.034
H25 -4.416 3.725 -3.114
C15 6.083 -2.595 2.717
Br1 4.320 -1.821 2.835
Br2 5.993 -4.471 2.310
Br3 7.193 -1.642 1.474
H26 6.540 -2.499 3.693
C16 -2.658 -3.238 -1.443
Br4 -4.021 -4.188 -2.407
Br5 -0.965 -4.127 -1.526
Br6 -2.505 -1.405 -2.030
H27 -2.961 -3.213 -0.406
C17 -1.744 -0.058 -8.552
Br7 -1.426 0.291 -6.684
Br8 -0.400 -1.198 -9.306
Br9 -3.523 -0.738 -8.841
H28 -1.682 0.892 -9.064
C18 1.256 2.147 -10.221
Br10 2.497 1.879 -11.659
Br11 1.819 3.550 -9.033
Br12 -0.532 2.457 -10.882
H29 1.227 1.232 -9.647
C19 -3.969 7.253 0.711
Br13 -5.065 5.664 0.755
Br14 -4.730 8.680 1.745
Br15 -2.155 6.877 1.241
H30 -3.939 7.587 -0.315
C20 8.508 -7.329 1.430
Br16 8.571 -9.139 2.114
Br17 10.048 -6.318 1.987
Br18 8.264 -7.244 -0.473
H31 7.644 -6.860 1.878
C21 1.891 -1.878 6.619
Br19 2.816 -3.547 6.335
Br20 3.076 -0.522 7.288
Br21 1.005 -1.265 5.011
H32 1.140 -2.059 7.375
C22 7.362 -11.572 -2.322
Br22 7.925 -10.933 -0.595
Br23 5.742 -10.706 -2.896
Br24 8.760 -11.407 -3.634
H33 7.141 -12.625 -2.222
C23 11.676 -3.250 4.081
Br25 12.581 -4.638 3.099
Br26 12.832 -1.760 4.450
Br27 10.068 -2.702 3.175
H34 11.384 -3.671 5.032
C24 2.080 -13.150 -3.196
Br28 1.759 -12.028 -1.666
Br29 2.271 -12.116 -4.808
Br30 3.587 -14.311 -2.919
H35 1.211 -13.778 -3.320
C25 7.123 -1.145 7.965
Br31 7.211 -3.002 8.454
Br32 8.738 -0.207 8.418
Br33 6.674 -0.926 6.107
H36 6.322 -0.701 8.538
C26 -5.148 6.433 4.750
Br34 -6.156 4.796 4.821
Br35 -5.866 7.769 5.929
Br36 -3.274 6.126 5.061
H37 -5.242 6.817 3.746
C27 -8.633 3.425 1.389
Br37 -6.938 2.599 0.944
Br38 -8.908 3.371 3.282
Br39 -8.773 5.206 0.683
H38 -9.413 2.839 0.926
C28 -4.037 -7.792 -0.312
Br40 -2.899 -7.989 -1.850
Br41 -3.419 -6.388 0.852
Br42 -5.877 -7.539 -0.812
H39 -3.980 -8.714 0.247
C29 -2.680 6.449 9.414
Br43 -4.096 5.460 8.570
Br44 -0.963 5.646 9.082
Br45 -2.711 8.302 8.897
H40 -2.852 6.410 10.480

## Properties
Net charge   +1
HOMO   -10.86 eV
Orbital gap   8.129 eV

Record 2
Entry from the OMol25 dataset: C29H40Br2ClF8IN3O5 as an isolated structure (ωB97M-V with the def2-TZVPD basis set).

Cartesian coordinates (Å):
C1 3.890 2.403 2.500
C2 3.309 0.998 3.069
C3 2.304 0.326 1.973
N1 1.239 1.328 1.674
C4 0.121 0.772 0.905
C5 -0.981 -0.075 1.622
C6 -0.848 -0.363 3.179
O1 -0.730 0.644 3.937
O2 -0.897 -1.640 3.801
C7 0.413 -2.092 4.247
C8 0.847 -3.419 3.424
C9 0.936 -3.198 1.831
I1 2.749 -4.266 4.072
C10 -2.152 -0.596 0.708
C11 -3.274 -1.470 1.429
C12 -4.515 -0.571 2.003
C13 -5.309 -1.303 3.201
C14 -6.739 -0.540 3.304
F1 -6.493 0.880 3.149
F2 -7.369 -0.704 4.564
C15 -7.760 -0.940 2.123
F3 -7.829 0.027 1.074
F4 -7.458 -2.179 1.501
F5 -9.059 -0.998 2.688
C16 -2.150 -0.236 -0.829
C17 -3.395 -0.770 -1.681
O3 -4.216 0.264 -2.268
C18 -4.622 1.273 -1.301
C19 -3.864 2.656 -1.641
N2 -1.077 0.546 -1.447
C20 -1.059 0.894 -2.901
C21 0.014 0.083 -3.778
C22 -0.182 -1.506 -3.793
F6 -0.372 -2.109 -2.509
Br1 1.567 -2.258 -4.473
C23 -1.327 -2.040 -4.807
F7 -2.402 -1.128 -5.014
F8 -1.907 -3.209 -4.184
Br2 -0.639 -2.476 -6.643
C24 0.049 1.046 -0.646
C25 1.274 1.887 -1.240
C26 2.635 1.015 -1.389
O4 3.727 1.639 -1.479
Cl1 2.687 -0.802 -1.482
H1 3.044 3.129 2.220
H2 4.563 2.926 3.273
H3 4.541 2.259 1.562
H4 2.760 1.264 4.050
H5 4.219 0.318 3.275
H6 2.963 0.066 1.078
H7 1.931 -0.648 2.442
H8 0.930 1.847 2.508
H9 1.220 -1.285 4.282
H10 0.275 -2.448 5.341
H11 0.025 -4.209 3.622
H12 0.178 -3.838 1.237
H13 1.988 -3.510 1.464
H14 0.784 -2.120 1.484
H15 -2.866 -2.027 2.360
H16 -3.712 -2.309 0.762
H17 -4.181 0.501 2.267
H18 -5.256 -0.499 1.124
H19 -4.727 -1.110 4.173
H20 -5.468 -2.430 3.007
H21 -2.944 -1.361 -2.571
H22 -4.074 -1.504 -1.132
H23 -4.541 0.952 -0.208
H24 -5.746 1.475 -1.494
H25 -4.600 3.513 -1.393
H26 -2.855 2.780 -1.113
H27 -3.743 2.690 -2.789
H28 -2.083 0.737 -3.419
H29 -0.829 2.018 -3.064
H30 -0.132 0.436 -4.874
H31 1.108 0.294 -3.530
H32 1.040 2.473 -2.190
H33 1.528 2.679 -0.434
C27 6.667 1.427 -1.830
C28 8.131 1.660 -1.570
O5 8.580 1.768 -0.437
N3 8.966 1.749 -2.642
C29 8.633 1.649 -4.047
H34 6.133 1.379 -0.882
H35 6.255 2.251 -2.417
H36 6.525 0.479 -2.355
H37 9.931 1.906 -2.387
H38 9.201 0.820 -4.475
H39 8.932 2.578 -4.537
H40 7.570 1.481 -4.209

## Properties
Net charge   +1
HOMO   -10.84 eV
Orbital gap   5.804 eV
Relative energy (zero: lowest compared OMol25 entry of this formula, charge and spin)   215.3 kcal/mol

Max |F|, record by record: 2.8; 6.1 eV/Å